# C50H67MnNO5SeTe

C50H67MnNO5SeTe as an isolated structure (ωB97M-V/def2-TZVPD, OMol25).

```
! RIJCOSX wB97M-V def2-TZVPD def2/J DEFGRID3
* xyz 0 4
Mn 0.15762 1.03151 -0.02308
C -3.39535 -4.12151 -3.84544
C -1.87740 -4.17308 -4.06335
C -1.42734 -5.62986 -3.95481
C -1.55230 -3.67352 -5.47759
C -1.18990 -3.27662 -3.03575
C -1.47993 -1.92009 -2.99706
C -0.88459 -1.10843 -2.04813
Se -1.20802 0.77702 -2.03717
C -2.81319 0.92192 -1.01567
C -4.03917 1.02581 -1.65758
C -5.19282 1.17309 -0.90903
C -5.03854 1.26652 0.47849
C -3.82619 1.20030 1.14638
C -2.66410 0.95837 0.37198
O -1.48153 0.76420 0.93924
C -3.76089 1.33477 2.66934
C -3.51127 -0.05557 3.26413
C -5.07279 1.87702 3.24828
C -2.64715 2.30201 3.10922
C -6.58456 1.27495 -1.52638
C -6.54316 1.14462 -3.04816
C -7.47421 0.15392 -0.97299
C -7.20377 2.63485 -1.17578
C 0.02266 -1.59375 -1.09746
O 0.53246 -0.78944 -0.16970
C 0.38372 -2.95843 -1.16799
C -0.24742 -3.74781 -2.12272
C 1.43340 -3.54551 -0.22478
C 1.72056 -5.01630 -0.53213
C 0.93474 -3.46389 1.22393
C 2.75993 -2.77747 -0.36352
H -3.90666 -4.73402 -4.59100
H -3.77673 -3.10349 -3.92844
H -3.65727 -4.49564 -2.85454
H -1.96209 -6.23163 -4.69145
H -1.64103 -6.04511 -2.96835
H -0.35896 -5.73952 -4.14968
H -2.01351 -4.32244 -6.22521
H -0.47468 -3.66437 -5.64736
H -1.92565 -2.66205 -5.63949
H -2.17369 -1.48024 -3.70329
H -4.06858 0.99763 -2.73842
H -5.93207 1.42121 1.06662
H -4.32557 -0.73805 3.01358
H -3.42684 -0.00179 4.35313
H -2.58972 -0.47619 2.86500
H -5.90120 1.17344 3.14585
H -5.35550 2.81767 2.77342
H -4.94168 2.06150 4.31532
H -1.65825 1.90855 2.89471
H -2.73391 2.47775 4.18439
H -2.72980 3.26244 2.59834
H -6.11088 0.19142 -3.35823
H -5.96587 1.94966 -3.50596
H -7.55736 1.19569 -3.44765
H -7.06886 -0.82521 -1.23347
H -8.48220 0.23015 -1.38617
H -7.55260 0.20557 0.11320
H -6.57431 3.45023 -1.53485
H -7.32337 2.75433 -0.09865
H -8.18999 2.73253 -1.63489
H 0.01480 -4.79352 -2.16138
H 0.83828 -5.64409 -0.39491
H 2.49072 -5.37592 0.15229
H 2.08924 -5.15545 -1.54984
H 0.00035 -4.01770 1.34274
H 0.76689 -2.43019 1.51491
H 1.67737 -3.90208 1.89710
H 3.13650 -2.84629 -1.38631
H 3.50959 -3.21683 0.30013
H 2.64232 -1.72637 -0.11071
O -0.40442 4.78350 1.02713
C 0.35381 4.02168 0.47104
O -0.03450 2.91556 -0.12673
C 1.82102 4.33445 0.32333
C 2.79544 3.20396 0.26432
C 4.29016 3.59505 0.32576
C 4.56121 5.02432 -0.05037
C 3.60838 5.95318 -0.05168
C 2.21590 5.60538 0.20586
H 2.58055 2.54151 1.09370
H 4.54776 3.55821 1.39386
H 5.59462 5.29286 -0.23339
H 3.85501 6.98798 -0.25108
H 1.46980 6.38637 0.27563
O 1.17350 1.12872 1.70771
C 0.97735 0.55594 2.80414
C 1.79374 0.97984 3.99967
C 2.73554 -0.11459 4.55674
C 2.44018 -1.52852 4.06260
C 1.08391 -2.07940 4.49744
C -0.07829 -1.12124 4.21796
N 0.08171 -0.40162 2.96387
H 1.08884 1.30794 4.76730
H 2.35844 1.85907 3.69566
H 2.69928 -0.09073 5.64825
H 3.75886 0.13990 4.27787
H 3.22597 -2.19869 4.41739
H 2.50382 -1.54741 2.97085
H 1.09154 -2.29106 5.56971
H 0.90735 -3.02881 3.98863
H -0.18403 -0.39711 5.02915
H -1.02025 -1.66227 4.16622
H -0.55074 -0.55065 2.17879
C 7.63891 -0.57129 -2.03309
C 6.76834 0.50219 -1.44525
C 6.39528 1.60861 -2.18925
C 5.60353 2.62699 -1.66625
C 5.21721 3.74343 -2.60279
C 5.17924 2.54676 -0.32975
Te 2.27810 1.88580 -1.39183
C 5.52476 1.41247 0.42544
C 5.05761 1.22076 1.84622
C 6.30881 0.41692 -0.13922
H 7.45132 -0.69147 -3.09956
H 7.46550 -1.53025 -1.54542
H 8.69576 -0.32492 -1.91052
H 6.70851 1.67769 -3.22546
H 5.89380 4.59523 -2.51399
H 4.20841 4.11033 -2.42593
H 5.26708 3.38778 -3.63165
H 3.98297 1.37361 1.95451
H 5.56332 1.90514 2.53272
H 5.27425 0.20409 2.17295
H 6.55911 -0.45440 0.45552
*
```

Summary:
energy relative to the best compared isomer or geometry (same formula, charge and spin)	0.0	kcal per mole
HOMO level (spin up / spin down)	-7.522 / -7.492	eV
<S²>	3.788
lowest unoccupied orbital energy (spin up / spin down)	0.008 / -0.060	hartree

***

# C50H78ClFN2O12

A 5-piece molecular cluster, C50H78ClFN2O12 overall (ωB97M-V/def2-TZVPD, OMol25).

```
! RIJCOSX wB97M-V def2-TZVPD def2/J DEFGRID3
* xyz 0 1
C 5.76468 -0.55151 -1.70760
C 5.51468 -1.71642 -2.71361
C 5.58238 -1.16222 -4.16422
C 6.76502 -2.64810 -2.55745
C 4.29317 -2.60059 -2.38441
C 2.88076 -2.02775 -2.64711
C 1.87120 -3.07143 -2.01025
C 2.47045 -1.99955 -4.15017
C 2.58231 -0.67960 -1.97111
C 2.34458 -0.67783 -0.59680
C 2.03527 0.47338 0.09033
C 1.93913 1.68368 -0.58362
O 1.58178 2.80549 0.12236
C 0.21883 3.11213 -0.12527
C -0.74542 2.03312 0.42492
O -1.44493 1.52899 -0.70610
C -2.30874 0.45851 -0.35748
C -3.34188 0.34254 -1.50098
C -3.28620 -0.98111 -2.21315
C -4.43433 -1.76795 -2.26263
C -5.73384 -1.31013 -1.61864
O -6.42720 -0.50501 -2.19851
O -6.06374 -1.76666 -0.41405
C -5.07528 -2.75868 0.01505
O -4.10092 -2.29477 0.63427
O -5.25556 -3.94120 -0.24565
C -4.43927 -2.99837 -2.93265
C -5.64330 -3.90412 -3.06283
C -6.34869 -3.52018 -4.39441
O -7.00332 -2.53363 -4.49141
Cl -6.15194 -4.57490 -5.84779
C -3.26829 -3.38414 -3.52737
N -2.18178 -2.61379 -3.47679
C -1.00276 -3.09228 -4.17281
C -0.74191 -2.62375 -5.43602
C 0.35015 -3.01740 -6.18982
C 1.20109 -3.91299 -5.53916
C 0.85574 -4.28856 -4.25342
N -0.20442 -3.93600 -3.55671
C -2.15774 -1.43654 -2.83645
C -0.86552 -0.64532 -2.83324
C -0.72957 0.23352 -4.09843
O 0.31983 0.72065 -4.37604
F -1.85913 0.41043 -4.81572
C 2.20105 1.68823 -1.92909
C 2.51071 0.53832 -2.62438
H 6.81027 -0.24094 -1.84973
H 5.17109 0.31289 -2.03833
H 5.53076 -0.81129 -0.67126
H 6.63313 -1.21047 -4.48170
H 5.22602 -0.13421 -4.28419
H 5.06382 -1.87537 -4.82039
H 6.85507 -2.95568 -1.50416
H 7.68510 -2.16591 -2.89981
H 6.58582 -3.57334 -3.12701
H 4.39446 -3.54102 -2.95301
H 4.37369 -2.88302 -1.32205
H 0.91858 -2.54655 -1.86217
H 2.25919 -3.39317 -1.04016
H 1.72610 -3.91118 -2.70164
H 2.93540 -1.12733 -4.62473
H 2.75849 -2.91508 -4.67530
H 1.38729 -1.80404 -4.18567
H 2.39411 -1.57983 0.00729
H 1.83685 0.43004 1.15944
H -0.05676 4.08721 0.28901
H 0.05888 3.18287 -1.21303
H -1.48224 2.55623 1.05766
H -0.21280 1.24742 0.97440
H -2.85490 0.69482 0.56857
H -1.74810 -0.47780 -0.19932
H -4.33183 0.59211 -1.11329
H -3.12056 1.12119 -2.24925
H -6.38626 -3.75216 -2.27842
H -5.32569 -4.94495 -3.16878
H -3.23875 -4.33797 -4.04831
H -1.43763 -1.90025 -5.86780
H 0.54595 -2.64045 -7.18690
H 2.09342 -4.29165 -6.02731
H 1.55092 -4.96452 -3.74801
H 0.03013 -1.27599 -2.80275
H -0.77434 0.05191 -1.99004
H 2.14555 2.63598 -2.46539
H 2.68384 0.58583 -3.69548
C -1.64936 -2.60046 5.73026
C -2.11641 -1.15839 5.83634
O -1.72553 -0.35286 4.73978
C -2.19969 -0.75871 3.46341
C -3.71184 -0.79709 3.34891
H -0.56240 -2.64259 5.63581
H -1.94702 -3.16140 6.61765
H -2.07341 -3.10346 4.86035
H -1.67031 -0.70533 6.72334
H -3.20192 -1.10799 5.97631
H -1.76519 -1.72579 3.18839
H -1.80703 -0.02938 2.75069
H -4.15737 -1.51835 4.03638
H -4.00355 -1.07639 2.33578
H -4.13696 0.18384 3.58156
C 8.57104 3.47761 -7.11700
C 7.31068 2.79724 -6.60989
O 7.55983 1.68669 -5.76714
C 8.28470 1.94707 -4.57806
C 7.60707 2.94302 -3.65240
H 9.19800 2.76494 -7.65583
H 8.31422 4.29760 -7.78907
H 9.16882 3.88942 -6.30278
H 6.74931 2.41053 -7.46131
H 6.65496 3.51673 -6.10697
H 9.30441 2.26785 -4.81833
H 8.37574 0.98888 -4.06348
H 7.49665 3.92410 -4.11643
H 8.19160 3.06872 -2.74006
H 6.60861 2.59335 -3.38188
C -1.51015 2.81364 6.70375
C -0.40604 3.83719 6.90195
O -0.43122 4.47178 8.17051
C -0.29512 3.62386 9.29535
C 1.00467 2.83707 9.31748
H -2.48938 3.27692 6.84086
H -1.46122 2.38857 5.70033
H -1.43622 1.99081 7.41670
H -0.52104 4.63191 6.16371
H 0.57754 3.38851 6.72235
H -1.15818 2.95277 9.37074
H -0.33273 4.27422 10.17058
H 1.08946 2.16294 8.46414
H 1.06683 2.23608 10.22600
H 1.86018 3.51423 9.28727
C -6.44481 3.78506 8.28042
C -6.15267 3.90093 6.79371
O -5.49707 2.77007 6.25044
C -6.18451 1.53501 6.34860
C -7.53396 1.52658 5.65112
H -5.52148 3.61589 8.83768
H -6.91339 4.69972 8.64656
H -7.11744 2.95501 8.50107
H -5.48358 4.74654 6.62888
H -7.06863 4.11603 6.23210
H -6.28612 1.24034 7.39931
H -5.53766 0.79128 5.88057
H -8.22479 2.25035 6.08630
H -7.99192 0.53957 5.72744
H -7.41822 1.77701 4.59524
*
```

Summary:
HOMO level	-8.703	eV
lowest unoccupied orbital energy	-0.049	hartree

***

It is found that the molecular weight values, taken in the order of the records, are 1023.6; 953.6 u.
It is found that the largest force on an atom values, taken in the order of the records, are 0.003; 0.073 hartree/bohr.